# 1
Density functional theory data (wB97M-V/def2-TZVPD) for a molecular structure, C18H26AsClFMgN2O5.

Geometry (Å):
Mg 0.17 -1.64 0.03
N 2.64 1.06 1.81
C 2.19 -0.04 1.19
O 1.45 0.06 0.20
C 2.61 -1.39 1.72
C 1.55 -2.47 1.49
H 2.27 1.96 1.54
H 3.12 0.97 2.68
H 2.94 -1.27 2.76
H 3.52 -1.62 1.14
H 0.99 -2.63 2.42
H 2.05 -3.42 1.25
O -3.46 -0.32 1.42
Cl -2.05 -0.50 1.56
O -1.69 -1.90 1.62
O -1.36 0.03 0.37
O -1.56 0.18 2.73
F -0.77 -1.82 -6.20
C -0.63 -1.85 -4.85
C 0.27 -2.74 -4.29
C 0.40 -2.74 -2.90
C -0.33 -1.91 -2.04
C -1.24 -1.05 -2.69
C -1.40 -1.01 -4.07
H 0.84 -3.39 -4.93
H 1.12 -3.44 -2.48
H -1.84 -0.38 -2.09
H -2.10 -0.33 -4.54
C 0.24 5.41 -0.24
As 0.33 3.55 0.40
C -1.42 3.53 1.28
C -0.12 2.63 -1.30
C -1.37 3.08 -1.97
C -1.34 4.08 -2.95
C -2.51 4.51 -3.57
C -3.73 3.94 -3.22
C -3.77 2.95 -2.26
C -2.61 2.52 -1.64
H -0.70 5.61 -0.75
H 1.07 5.61 -0.92
H 0.34 6.08 0.61
H -2.20 3.89 0.62
H -1.36 4.19 2.15
H -1.65 2.53 1.62
H -0.19 1.57 -1.03
H 0.75 2.75 -1.94
H -0.39 4.51 -3.24
H -2.46 5.27 -4.33
H -4.64 4.27 -3.71
H -4.72 2.50 -1.98
H -2.64 1.74 -0.89
N 1.95 0.63 -3.10
H 2.26 -0.28 -3.43
H 0.99 0.71 -3.44
H 1.86 0.53 -2.09

HOMO level: -0.1818 Ha
total charge: -1
2S+1: 1
energy above the lowest of the compared OMol25 structures with the same formula, charge and spin: 0.000 eV

# 2
Density functional theory data (wB97M-V/def2-TZVPD) for a molecular structure, C32H50N7OP2W.

Geometry (Å):
C 1.85 -1.86 -1.66
C 1.49 0.25 -2.63
C 2.83 -2.15 -2.61
C 2.40 -0.03 -3.64
C 3.10 -1.23 -3.61
H 3.33 -3.12 -2.54
H 2.55 0.72 -4.42
H 3.84 -1.44 -4.37
N 1.26 -0.64 -1.62
P -0.26 -2.48 0.04
P 0.69 2.28 -0.84
C 1.41 -2.87 -0.62
H 1.41 -3.88 -1.07
H 2.14 -2.90 0.21
C 0.69 1.50 -2.53
H 0.86 2.21 -3.34
C -0.58 3.70 -0.95
C 2.44 2.98 -0.63
C -1.46 -3.27 -1.19
C -0.29 -3.35 1.70
C -1.92 3.23 -0.37
H -1.83 2.93 0.68
H -2.64 4.06 -0.43
H -2.35 2.38 -0.92
C -0.13 4.91 -0.12
H 0.00 4.65 0.93
H 0.79 5.37 -0.51
H -0.92 5.67 -0.17
C -0.82 4.14 -2.41
H -1.53 4.98 -2.40
H 0.09 4.48 -2.91
H -1.27 3.33 -3.01
C 2.59 3.52 0.81
H 2.19 2.82 1.55
H 3.66 3.64 1.02
H 2.12 4.51 0.95
C 3.48 1.87 -0.81
H 3.32 1.03 -0.13
H 3.52 1.50 -1.84
H 4.47 2.30 -0.57
C 2.71 4.09 -1.68
H 1.98 4.13 -2.50
H 2.76 5.08 -1.21
H 3.69 3.92 -2.14
C -1.72 -3.30 2.26
H -1.68 -3.49 3.35
H -2.17 -2.32 2.12
H -2.37 -4.07 1.82
C 0.64 -2.59 2.67
H 1.67 -2.52 2.31
H 0.27 -1.58 2.88
H 0.65 -3.15 3.62
C 0.20 -4.81 1.61
H 0.42 -5.16 2.63
H -0.57 -5.48 1.20
H 1.11 -4.92 1.02
C -1.19 -2.74 -2.61
H -1.85 -3.29 -3.31
H -1.44 -1.68 -2.70
H -0.15 -2.89 -2.94
C -2.89 -2.87 -0.80
H -3.00 -1.78 -0.72
H -3.57 -3.23 -1.58
H -3.20 -3.32 0.15
C -1.32 -4.80 -1.24
H -0.29 -5.12 -1.42
H -1.70 -5.28 -0.33
H -1.93 -5.16 -2.08
W -0.17 -0.04 -0.08
C 1.36 0.18 1.17
O 2.25 0.25 1.95
N -1.43 0.35 -1.62
C -1.06 0.91 -2.69
C -1.71 1.02 -3.97
C -3.11 0.84 -3.98
C -1.02 1.24 -5.18
C -3.81 0.92 -5.19
H -3.61 0.65 -3.03
C -1.73 1.31 -6.38
H 0.07 1.32 -5.17
C -3.12 1.16 -6.38
H -4.89 0.79 -5.18
H -1.18 1.48 -7.31
H -3.67 1.22 -7.32
N -3.97 0.27 3.76
N -2.67 0.34 3.27
N -1.91 1.41 3.62
C -0.97 1.40 2.69
N -1.18 0.45 1.74
N -2.35 -0.18 2.08
H -4.32 -0.67 3.66
H -3.97 0.61 4.72
H -0.14 2.10 2.69

HOMO level (alpha / beta): -0.6092 / -0.6243 Ha
total charge: +3
2S+1: 3
energy above the lowest of the compared OMol25 structures with the same formula, charge and spin: 0.000 eV

# 3
Density functional theory data (wB97M-V/def2-TZVPD) for 3 unconnected molecules or ions with the total composition C16H30N2O7.

Geometry (Å):
C 2.84 -0.35 -2.33
C 1.41 0.00 -2.61
O 0.60 -0.69 -3.15
O 1.12 1.25 -2.18
C -0.21 1.70 -2.46
C -1.23 1.05 -1.50
C -2.55 0.83 -2.14
C -3.26 -0.27 -2.31
C -4.54 0.09 -2.96
O -5.44 -0.58 -3.33
O -4.58 1.49 -3.09
C -3.34 1.96 -2.71
O -3.02 3.10 -2.85
H 2.96 -1.43 -2.41
H 3.47 0.14 -3.08
H 3.15 -0.01 -1.35
H -0.17 2.78 -2.34
H -0.46 1.47 -3.50
H -0.84 0.10 -1.16
H -1.37 1.69 -0.62
H -3.00 -1.28 -2.03
C -5.32 2.21 0.09
O -4.01 1.77 0.42
C -3.60 2.02 1.75
C -3.99 0.92 2.75
C -5.47 0.92 3.11
N -3.61 -0.42 2.31
H -5.56 3.14 0.59
H -6.08 1.46 0.33
H -5.33 2.38 -0.98
H -2.51 2.07 1.72
H -3.97 2.99 2.09
H -3.43 1.13 3.66
H -6.08 0.51 2.30
H -5.64 0.30 3.99
H -5.83 1.93 3.33
H -2.61 -0.47 2.19
H -4.01 -0.58 1.39
C 5.92 -2.40 -0.92
O 4.84 -1.81 -0.23
C 4.49 -2.42 1.00
C 5.31 -1.95 2.21
C 6.74 -2.49 2.24
N 5.36 -0.49 2.33
H 5.93 -3.48 -0.79
H 6.89 -1.99 -0.61
H 5.78 -2.18 -1.98
H 3.45 -2.16 1.17
H 4.55 -3.51 0.90
H 4.79 -2.32 3.09
H 7.37 -1.99 1.51
H 7.17 -2.33 3.22
H 6.76 -3.57 2.03
H 4.42 -0.12 2.44
H 5.70 -0.10 1.45

SMILES: CC(=O)OCCC1=CC(=O)OC1=O.COC[C@@H](C)N.COC[C@@H](C)N
HOMO level: -0.3474 Ha
total charge: 0
2S+1: 1
energy above the lowest of the compared OMol25 structures with the same formula, charge and spin: 0.867 eV